{
  "formula": "C15H29F2N2O8S2",
  "method": "ωB97M-V/def2-TZVPD",
  "energy_ev": -62488.6849,
  "homo_lumo_gap_ev": 6.357,
  "molar_mass_g_mol": 467.53,
  "spin_multiplicity": 1,
  "e_above_lowest_kj_mol": 138.93,
  "e_homo_ev": -4.39,
  "largest_force_ev_per_a": 2.64,
  "charge": -1,
  "symbols": ["C", "C", "O", "C", "C", "O", "C", "C", "C", "O", "O", "N", "C", "C", "F", "C", "O", "N", "C", "O", "F", "H", "H", "H", "H", "H", "H", "H", "H", "H", "H", "H", "H", "H", "H", "H", "H", "H", "C", "S", "O", "C", "H", "H", "H", "H", "H", "H", "C", "S", "O", "C", "H", "H", "H", "H", "H", "H"],
  "coordinates": [[1.5958, -3.0981, -0.7360], [0.9618, -1.6962, -0.3562], [1.2562, -0.7169, -1.3626], [0.3636, 0.3802, -1.3074], [1.0285, 1.6497, -0.6243], [2.0276, 1.1640, 0.2556], [2.3737, 2.1232, 1.2456], [1.2650, 2.2289, 2.3544], [0.5620, 0.8326, 2.4971], [-0.6480, 0.7736, 2.1722], [1.1621, -0.2133, 2.8803], [1.7271, 2.8214, 3.6292], [2.6653, 1.9533, 4.3609], [3.2601, 2.6518, 5.6345], [4.3228, 3.5207, 5.3385], [0.5784, 3.1709, 4.4253], [0.2981, 4.3248, 4.5099], [-0.1945, 2.1670, 5.1547], [-1.5444, 2.0703, 4.7091], [-2.1656, 2.8706, 4.1321], [-2.1316, 0.8710, 5.0046], [2.1764, -2.9557, -1.6680], [0.8352, -3.8908, -0.8121], [2.3154, -3.3870, 0.0630], [1.4266, -1.3975, 0.6104], [-0.1350, -1.8210, -0.1822], [0.0952, 0.6949, -2.3478], [-0.5990, 0.1512, -0.7965], [1.4040, 2.3890, -1.3764], [0.1830, 2.1524, -0.0835], [2.4383, 3.1339, 0.7554], [3.3840, 1.8615, 1.6180], [0.4888, 2.9230, 1.9495], [2.1860, 1.0172, 4.7493], [3.5520, 1.7077, 3.7355], [2.4809, 3.1164, 6.2792], [3.7012, 1.8208, 6.2418], [-0.2067, 2.4139, 6.1461], [-1.2992, -3.2560, -4.1265], [-0.1239, -4.6220, -4.0922], [0.8049, -4.3783, -2.9561], [0.7399, -4.1673, -5.6075], [-1.9236, -3.3202, -3.2368], [-0.7665, -2.3034, -4.1268], [-1.9267, -3.3375, -5.0164], [1.1475, -3.1596, -5.5142], [0.0501, -4.2192, -6.4513], [1.5537, -4.8749, -5.7618], [-4.4761, 0.1975, -1.9143], [-3.4202, -0.7841, -2.9930], [-2.2094, 0.0238, -3.2887], [-4.4930, -0.6963, -4.4397], [-3.9753, 0.3052, -0.9527], [-4.6398, 1.1832, -2.3519], [-5.4283, -0.3154, -1.7716], [-4.6545, 0.3455, -4.7202], [-5.4456, -1.1795, -4.2179], [-4.0040, -1.2210, -5.2599]],
  "atomic_forces_ev_per_a": [[0.30, 1.19, 0.72], [0.80, -1.21, 0.87], [-1.15, -0.35, 0.05], [0.24, 1.42, -0.48], [-1.37, -0.79, -0.09], [-0.09, 1.02, 0.19], [-0.02, 0.82, -0.04], [-0.41, -0.46, -1.00], [-0.74, -2.53, 0.07], [-0.33, 1.46, -0.23], [1.13, 1.70, 0.17], [0.04, -1.21, 0.34], [0.56, 0.25, 1.50], [-0.06, -1.63, -0.25], [-0.82, -0.01, 0.18], [0.65, 0.90, -0.44], [-0.50, 0.52, 0.38], [-0.23, -0.62, -0.01], [0.32, -1.36, -0.10], [-0.64, 1.00, -0.66], [0.99, 0.77, 0.48], [-0.54, -0.39, 0.47], [0.53, 0.49, -0.19], [-0.43, 0.17, -0.45], [-0.61, 0.20, -0.56], [0.67, 0.36, -0.31], [0.21, -0.45, 0.66], [0.81, -0.09, -0.10], [0.22, -0.61, 0.45], [0.77, -0.28, -0.18], [0.19, -0.65, 0.43], [-0.71, -0.01, -0.03], [0.50, -0.51, 0.46], [0.36, 0.52, -0.66], [-0.91, 0.00, 0.23], [0.61, 0.30, -0.56], [-0.22, 0.66, -0.38], [0.10, -0.24, -0.24], [0.07, 0.14, -0.05], [-0.04, -0.05, 0.06], [-0.34, -0.33, -0.85], [0.08, 0.12, -0.12], [0.10, -0.08, 0.01], [0.03, -0.03, 0.09], [0.03, -0.08, 0.00], [-0.03, -0.02, 0.09], [-0.02, -0.02, 0.04], [-0.06, -0.02, 0.09], [-0.05, 0.10, 0.05], [0.00, 0.05, 0.16], [-0.24, -0.05, -0.17], [-0.11, 0.07, -0.11], [0.08, -0.06, -0.06], [0.07, -0.03, -0.05], [0.05, -0.05, -0.02], [0.06, 0.00, 0.05], [0.04, -0.01, 0.03], [0.05, 0.00, 0.08]]
}